(1)
Here is a 6-piece molecular cluster, C26H35N2O19 overall at a distorted geometry from the Open Molecules 2025 dataset. Energies are from ωB97M-V/def2-TZVPD.

The geometry in XYZ format:
```
82
Properties=species:S:1:pos:R:3:forces:R:3
O 0.7630 3.3960 6.8972 -0.04 0.00 -1.10
N 1.0156 3.5902 5.7850 2.07 1.04 2.63
O -0.0868 3.2904 4.9232 -2.34 -2.79 -1.66
C -0.1293 1.9313 4.6749 1.42 -0.69 -0.10
C 1.0743 1.1245 4.5428 -1.71 -1.70 -0.38
C 0.9121 -0.3237 4.3204 -1.58 1.41 -0.29
C 2.1049 -1.3182 4.2063 0.43 -0.99 0.59
O 1.9372 -2.4352 4.6066 -0.52 0.70 -0.28
O 3.3590 -0.9739 3.7074 -1.33 1.22 0.99
C -0.4346 -0.9096 4.2189 0.44 2.67 0.73
C -1.5539 -0.0020 4.3420 1.60 -1.02 0.18
N -1.3750 1.3516 4.5679 1.10 -0.86 -0.07
H 2.1010 1.5534 4.6027 -1.07 -0.10 -0.05
H 3.8846 -0.7266 4.4993 0.05 -0.21 -0.68
H -0.6026 -1.9969 4.0677 0.18 1.08 0.11
H -2.5969 -0.3866 4.2970 0.94 0.54 -0.06
H -2.2049 1.9460 4.6772 0.50 -0.21 -0.04
C -2.0349 -0.3709 -1.7990 -0.18 -0.31 -0.21
C -2.3670 -0.2259 -0.3324 0.24 0.16 -1.09
C -1.1684 -0.3153 0.5688 0.42 0.35 -0.01
O -1.7563 -0.7678 1.7940 -0.30 -0.18 -0.23
C -2.8650 -1.4867 1.4465 -0.62 -0.46 -0.43
O -3.4778 -2.1725 2.2069 0.29 0.29 0.12
O -3.1670 -1.3219 0.1395 0.24 0.37 1.17
H -1.4827 -1.2929 -1.9873 0.02 0.07 0.11
H -2.9487 -0.4246 -2.3935 0.04 0.13 0.05
H -1.4375 0.4744 -2.1470 -0.09 0.06 0.11
H -2.9327 0.6970 -0.1648 0.05 -0.03 0.14
H -0.6680 0.6438 0.7034 -0.08 -0.03 0.19
H -0.4363 -1.0603 0.2447 -0.14 0.00 -0.16
C -4.3288 -6.5954 -2.6095 0.41 -0.23 -0.36
C -3.5665 -5.5897 -1.7761 -0.79 -0.82 -0.27
C -4.1946 -4.2299 -1.7509 -0.63 0.28 0.22
O -3.0701 -3.3852 -1.4824 0.77 -0.48 -0.40
C -1.9839 -4.0220 -1.9954 -0.06 -0.04 -0.10
O -0.9069 -3.5170 -2.1285 -0.18 -0.06 0.06
O -2.2804 -5.3025 -2.3420 0.33 0.75 0.20
H -4.4829 -6.2262 -3.6251 -0.09 0.03 0.23
H -3.7652 -7.5268 -2.6958 -0.07 0.00 0.19
H -5.3010 -6.8139 -2.1650 0.07 0.06 0.04
H -3.4085 -5.9808 -0.7655 0.06 0.12 0.00
H -4.9524 -4.1321 -0.9744 0.20 0.17 0.10
H -4.6219 -3.9322 -2.7104 0.03 -0.20 0.02
C 4.8475 7.4105 3.5113 0.27 0.06 0.35
C 4.5893 5.9256 3.4084 0.13 1.02 -0.18
C 3.1342 5.5647 3.3616 -0.44 0.19 -0.61
O 3.1407 4.2338 3.8786 0.39 -0.27 0.23
C 4.2075 4.1521 4.7193 0.32 -0.02 0.30
O 4.3959 3.2454 5.4737 -0.23 0.05 -0.24
O 5.0186 5.2340 4.5899 -0.47 -0.76 0.03
H 4.3199 7.8428 4.3644 -0.07 -0.08 -0.07
H 5.9101 7.6033 3.6686 -0.04 -0.02 -0.14
H 4.5275 7.9250 2.6038 0.01 -0.10 0.01
H 5.1366 5.5080 2.5568 -0.10 -0.09 0.03
H 2.7259 5.5898 2.3525 -0.06 -0.20 0.09
H 2.5123 6.1818 4.0168 0.17 0.10 0.00
C 5.0097 3.7612 -1.2971 0.05 0.43 0.09
C 3.7849 3.3584 -0.5089 1.00 0.01 -0.50
C 2.7325 2.6778 -1.3348 -0.02 -0.48 -0.20
O 1.5447 2.9648 -0.5954 -0.06 0.42 0.31
C 1.7606 4.1449 0.0483 -0.33 0.37 0.14
O 0.9101 4.7807 0.5955 0.46 -0.34 -0.12
O 3.0760 4.5058 -0.0209 -0.79 -0.29 0.14
H 4.7383 4.3793 -2.1557 -0.08 -0.10 0.02
H 5.6822 4.3593 -0.6795 0.03 -0.15 0.01
H 5.5492 2.8827 -1.6542 -0.06 0.01 0.07
H 4.0761 2.7519 0.3553 -0.13 -0.03 -0.03
H 2.8912 1.6036 -1.4193 -0.20 0.03 0.10
H 2.6238 3.1050 -2.3356 0.16 0.05 0.06
C -1.7523 -5.0796 -7.9927 -0.20 -0.40 -0.03
C -2.6978 -4.1804 -7.2309 0.75 -0.34 -0.65
C -2.0784 -3.5288 -6.0270 0.34 0.36 0.05
O -3.2204 -3.2931 -5.1999 -0.37 -0.33 0.04
C -4.1299 -4.2570 -5.5139 -0.23 -0.09 -0.04
O -5.1139 -4.4842 -4.8783 0.21 0.17 -0.22
O -3.7662 -4.9268 -6.6372 -0.23 0.41 0.58
H -1.3118 -5.8328 -7.3357 0.00 0.12 0.06
H -2.2870 -5.6196 -8.7760 0.04 0.14 -0.03
H -0.9487 -4.5007 -8.4509 -0.08 0.03 0.03
H -3.1403 -3.4414 -7.9067 -0.01 0.04 0.12
H -1.5684 -2.5967 -6.2662 -0.18 0.06 0.15
H -1.3921 -4.1848 -5.4836 -0.02 -0.06 -0.14
```
Forces are in eV/Å.

Net charge ... +1
Maximum force ... 4.0 eV/Å
Multiplicity ... 1
HOMO-LUMO gap ... 7.87 eV
HOMO level ... -12.491 eV
E_LUMO ... -4.62 eV

(2)
Here is H14O9V as an isolated structure at a distorted geometry from the Open Molecules 2025 dataset. Energies are from ωB97M-V/def2-TZVPD.

The geometry in XYZ format:
```
24
Properties=species:S:1:pos:R:3:forces:R:3
O -0.3532 -0.2241 -0.9956 0.68 -0.60 0.55
V 0.3564 -0.8484 0.2652 -1.21 0.98 -0.78
O 1.8732 -0.4745 0.1739 0.41 -0.19 0.09
O -0.0863 0.9379 1.4501 -0.03 -0.41 0.34
H -0.7560 1.6381 1.3944 0.12 -0.22 -0.20
H 0.1738 0.8292 2.3762 -0.03 0.28 -0.19
O 0.8419 -1.4938 2.4815 0.44 -0.11 0.12
H 1.8128 -1.5746 2.4541 -0.33 0.14 0.08
H 0.5811 -1.6416 3.4028 0.00 -0.11 -0.26
O -0.4994 2.7808 -1.9572 0.28 -0.01 0.13
H 0.3267 2.4236 -1.5899 -0.17 -0.01 -0.33
H -0.2232 3.1371 -2.8104 -0.12 0.00 0.12
O -2.9427 1.3347 -1.0130 0.23 0.36 0.03
H -2.2757 0.9554 -0.4338 -0.05 -0.21 -0.16
H -2.4077 1.9505 -1.5484 -0.15 -0.23 0.11
O 2.3691 1.7386 -1.9062 0.07 0.02 0.10
H 2.8773 1.5486 -1.1086 -0.05 -0.05 -0.13
H 2.9249 1.4426 -2.6364 -0.10 0.06 0.07
O -1.7329 -1.4525 1.0705 0.12 -0.20 0.44
H -2.4190 -2.0213 0.6900 0.15 0.24 -0.09
H -1.8844 -1.4568 2.0255 -0.12 -0.03 -0.20
O 0.4952 -2.8297 -0.4584 -0.29 0.04 0.13
H -0.0409 -3.1147 -1.2144 0.21 0.08 0.14
H 0.9891 -3.5852 -0.1119 -0.05 0.17 -0.11
```
Forces are in eV/Å.

ΔE to the lowest compared entry with this formula, charge and spin ... 0.0 kcal per mole
Net charge ... +1
Maximum force ... 1.7 eV/Å
Multiplicity ... 1
HOMO-LUMO gap ... 8.93 eV
HOMO level ... -13.159 eV
E_LUMO ... -4.23 eV

(3)
Here is C46H37KN4O3P2S5Sb as an isolated structure at a distorted geometry from the Open Molecules 2025 dataset. Energies are from ωB97M-V/def2-TZVPD.

The geometry in XYZ format:
```
99
Properties=species:S:1:pos:R:3:forces:R:3
K -1.2398 0.2760 -0.5555 0.05 0.98 -0.12
O 1.0998 -0.0288 -0.3712 1.11 -0.44 0.42
S 1.4699 0.7359 -1.6082 1.65 -0.50 -1.27
C 2.8188 1.7988 -0.9939 -0.27 0.65 0.57
C 3.9427 2.0901 -1.7580 0.01 -0.21 -0.08
C 4.7983 3.1128 -1.3883 -0.05 0.16 0.21
C 4.4936 3.9053 -0.2855 0.19 -0.05 -0.21
C 3.3605 3.6391 0.4664 -0.10 -0.10 0.11
C 2.5195 2.5709 0.1522 0.35 -0.10 -0.38
P 1.1147 2.0579 1.2210 -0.11 0.36 0.48
C 0.8970 3.5887 2.2322 0.01 0.09 0.03
C 1.0521 3.6603 3.6158 0.05 0.01 -0.13
C 0.7559 4.8316 4.3017 -0.01 0.06 0.05
C 0.3021 5.9502 3.6204 0.00 -0.04 0.04
C 0.1214 5.8849 2.2437 0.00 0.07 0.03
C 0.4044 4.7141 1.5631 0.02 -0.09 -0.02
C 2.0187 1.0355 2.4591 -0.10 -0.13 -0.05
C 1.2493 0.1740 3.2387 -0.04 0.14 -0.09
C 1.8258 -0.5904 4.2409 -0.03 -0.04 0.10
C 3.1889 -0.5063 4.4795 0.01 0.03 -0.02
C 3.9656 0.3452 3.7074 0.05 -0.02 0.05
C 3.3886 1.1046 2.7005 -0.09 0.00 0.02
C 2.2650 -0.2404 -2.8335 -0.96 0.70 0.45
C 2.1912 0.4383 -4.0694 0.05 0.04 -0.41
C 2.8451 -0.0087 -5.1878 -0.16 0.26 0.18
C 3.5797 -1.2229 -5.1151 0.19 -0.19 -0.03
C 3.5546 -1.9526 -3.9496 -0.06 0.21 -0.02
C 2.9056 -1.5235 -2.7674 0.25 -0.79 0.27
P 2.9207 -2.8619 -1.5405 -0.01 0.49 -0.12
C 1.4279 -2.6971 -0.4882 -0.02 -0.29 -0.09
C 1.4738 -2.5949 0.8988 0.00 -0.02 -0.11
C 0.2996 -2.5634 1.6354 0.02 -0.10 0.09
C -0.9305 -2.6474 1.0034 -0.04 -0.07 0.07
C -0.9881 -2.7987 -0.3771 0.13 -0.23 -0.04
C 0.1839 -2.8282 -1.1173 0.25 -0.06 0.16
C 4.2439 -2.3965 -0.3472 0.01 -0.17 0.08
C 4.9650 -3.4521 0.2168 -0.10 0.17 0.02
C 6.0040 -3.2136 1.1035 0.07 -0.01 0.06
C 6.3544 -1.9079 1.4205 -0.02 -0.04 -0.03
C 5.6555 -0.8527 0.8474 0.09 0.09 0.06
C 4.6045 -1.0905 -0.0242 -0.02 -0.10 -0.01
H 4.1521 1.4992 -2.6412 -0.06 -0.06 -0.02
H 5.6936 3.3047 -1.9669 -0.01 0.00 -0.02
H 5.1506 4.7222 -0.0108 -0.05 0.02 0.02
H 3.1387 4.2631 1.3239 0.01 -0.03 0.03
H 1.4117 2.7983 4.1629 0.03 0.00 0.01
H 0.8854 4.8684 5.3775 0.00 0.00 -0.01
H 0.0807 6.8632 4.1599 -0.02 0.00 -0.01
H -0.2530 6.7484 1.7074 0.00 -0.02 -0.03
H 0.2433 4.6555 0.4913 -0.02 0.06 0.00
H 0.1843 0.1136 3.0442 -0.01 -0.09 0.01
H 1.2149 -1.2601 4.8352 -0.02 0.01 -0.03
H 3.6456 -1.1064 5.2572 0.00 0.00 0.00
H 5.0314 0.4139 3.8908 0.01 -0.02 -0.05
H 4.0120 1.7560 2.1038 0.01 0.02 -0.05
H 1.6087 1.3550 -4.1075 0.01 -0.04 -0.07
H 2.7781 0.5457 -6.1154 -0.03 0.00 0.02
H 4.1115 -1.5937 -5.9835 -0.02 -0.04 0.02
H 4.0448 -2.9208 -3.9159 -0.01 -0.01 -0.06
H 2.4261 -2.5082 1.4070 0.01 0.04 0.02
H 0.3546 -2.4871 2.7151 -0.03 0.03 -0.01
H -1.8476 -2.6166 1.5809 0.00 -0.04 0.01
H -1.9403 -2.9337 -0.8646 -0.01 0.03 -0.06
H 0.1533 -2.9590 -2.1947 -0.09 0.05 0.01
H 4.6877 -4.4662 -0.0502 0.04 -0.02 0.01
H 6.5480 -4.0434 1.5416 -0.01 0.00 0.00
H 7.1674 -1.7161 2.1113 0.01 0.02 -0.02
H 5.9310 0.1669 1.0915 -0.02 0.03 -0.01
H 4.0565 -0.2594 -0.4535 0.04 -0.08 0.03
N -10.0420 -1.6170 -2.1416 0.02 -0.05 -0.11
C -8.6396 -1.5791 -2.1230 0.07 0.01 -0.03
C -7.9119 -2.7077 -1.7386 -0.05 0.05 0.02
C -6.5321 -2.6771 -1.7520 0.05 0.04 -0.02
C -5.8603 -1.5278 -2.1512 0.14 -0.19 0.09
C -6.5722 -0.4122 -2.5535 0.07 0.11 -0.06
C -7.9573 -0.4412 -2.5395 -0.06 -0.07 0.06
S -4.0754 -1.5959 -2.1124 0.04 -0.46 0.14
O -3.7458 -2.9966 -1.9840 -0.15 -0.04 0.00
O -3.5988 -1.0041 -3.3771 -0.14 0.57 0.23
N -3.4072 -0.6926 -0.9858 -1.49 -0.94 -0.34
C -3.8528 -0.7764 0.2816 -0.33 -0.19 0.35
N -3.1402 -0.0880 1.2071 -0.26 0.05 0.15
C -3.5721 -0.1264 2.4545 0.14 0.05 -0.09
C -4.6842 -0.8472 2.8586 -0.02 0.04 0.13
C -5.3324 -1.5426 1.8524 0.03 0.01 -0.22
N -4.9390 -1.5221 0.5930 0.07 -0.06 0.07
H -10.4443 -2.2454 -1.4657 -0.04 0.03 0.04
H -10.4734 -0.7075 -2.1251 -0.03 0.01 0.07
H -8.4414 -3.5987 -1.4175 0.03 -0.03 -0.03
H -5.9415 -3.5293 -1.4485 -0.08 -0.04 0.04
H -6.0783 0.4906 -2.8825 -0.02 0.00 0.01
H -8.5128 0.4367 -2.8493 0.03 0.01 -0.03
H -2.9847 0.4484 3.1664 -0.03 -0.02 0.04
H -5.0198 -0.8670 3.8855 0.01 0.01 -0.01
H -6.2125 -2.1483 2.0579 0.01 0.00 0.05
S -4.7416 1.4747 -5.2540 0.11 -0.08 0.20
Sb -3.4532 1.3361 -3.3821 -0.01 1.13 -0.96
S -4.4061 2.3447 -1.5638 0.16 -0.27 -0.08
S -1.2019 1.5795 -3.5973 -0.40 -0.28 0.22
```
Forces are in eV/Å.

ΔE to the lowest compared entry with this formula, charge and spin ... 34.2 kcal per mole
Net charge ... -2
Maximum force ... 2.1 eV/Å
Multiplicity ... 2
HOMO-LUMO gap (spin up / spin down) ... 3.33 / 6.05 eV
HOMO level (spin up / spin down) ... 0.257 / -2.467 eV
E_LUMO (spin up / spin down) ... 3.58 / 3.58 eV

Energy values (in eV) by entry order: -69403.7083; -44337.4551; -156024.1268.